[1]
{
  "formula": "C4H13NO2",
  "method": "ωB97M-V/def2-TZVPD",
  "elements": ["C", "C", "C", "N", "C", "H", "H", "H", "H", "H", "H", "H", "H", "H", "O", "H", "H", "O", "H", "H"],
  "positions_angstrom": [[-0.08476, 1.78579, -1.08572], [1.14541, 1.36867, -0.34450], [0.59740, 0.44453, 0.75292], [-0.72207, -0.11466, 0.25534], [-1.32014, 0.98780, -0.59026], [-0.01090, 1.44732, -2.14425], [-0.12325, 2.84846, -1.25606], [1.81694, 0.73143, -0.96494], [1.76957, 2.26765, -0.20045], [1.19834, -0.43773, 0.99990], [0.60970, 1.06237, 1.68312], [-1.35441, -0.26885, 1.03228], [-2.03966, 0.68569, -1.33451], [-1.87801, 1.75250, -0.03831], [0.76617, -1.60916, -2.28929], [0.85533, -2.53463, -1.96002], [0.28457, -1.24873, -1.52993], [-0.79695, -2.99010, 3.17557], [-0.49309, -2.45842, 2.44006], [-0.22020, -3.71993, 3.39907]],
  "forces_ev_per_a": [[-0.652, -1.451, -3.619], [1.168, -1.465, -1.019], [0.123, 0.266, 1.346], [0.348, 1.947, -0.608], [0.790, 1.677, 1.600], [0.428, 0.125, 0.387], [-0.784, 0.506, 0.754], [-0.612, 0.400, 0.000], [-0.336, -0.576, 1.248], [0.320, 0.347, -0.288], [-0.910, -0.532, -0.255], [0.138, -0.178, 0.063], [0.350, -0.674, -0.512], [-0.255, -0.452, 0.801], [-0.050, -1.265, 0.932], [0.135, 0.816, -0.764], [-0.211, 0.497, -0.025], [-0.955, 0.261, 0.543], [0.545, -0.401, -0.114], [0.419, 0.151, -0.472]],
  "lowdin_charge": [-0.210, -0.204, -0.214, -0.058, -0.195, 0.110, 0.098, 0.106, 0.114, 0.097, 0.113, 0.092, 0.098, 0.099, -0.082, 0.053, -0.009, -0.053, 0.012, 0.032],
  "largest_force_ev_per_a": 3.953,
  "homo_energy_ev": -9.59,
  "multiplicity": 1,
  "smiles": "C1CCNC1.O.O",
  "gap_ha": 0.376,
  "e_above_lowest_kcal_mol": 31.1,
  "lumo_ev": 0.6
}



[2]
{
  "formula": "C30H39MnN6O2S2Si2",
  "method": "ωB97M-V/def2-TZVPD",
  "elements": ["Mn", "C", "C", "C", "C", "C", "C", "C", "S", "O", "O", "N", "C", "C", "C", "C", "C", "N", "H", "H", "H", "H", "H", "H", "H", "H", "H", "H", "H", "C", "Si", "C", "C", "N", "C", "C", "C", "C", "C", "C", "N", "Si", "C", "C", "C", "H", "H", "H", "H", "H", "H", "H", "H", "H", "H", "H", "H", "H", "H", "H", "H", "H", "H", "H", "H", "H", "H", "N", "C", "S", "C", "C", "C", "N", "C", "C", "H", "H", "H", "H", "H", "H"],
  "positions_angstrom": [[0.23891, 0.68488, -0.59972], [-3.08303, -1.31109, 5.71952], [-3.05034, -0.69045, 4.35084], [-3.19639, -1.46456, 3.20417], [-3.17932, -0.88373, 1.94327], [-2.99644, 0.48307, 1.83076], [-2.84947, 1.28035, 2.96094], [-2.88013, 0.69062, 4.20902], [-3.05245, 1.24634, 0.24460], [-3.49456, 0.25819, -0.70591], [-3.78210, 2.47604, 0.35360], [-1.47544, 1.59683, -0.06875], [-1.10520, 2.76019, -0.73311], [-1.85205, 3.79741, -1.29765], [-1.14484, 4.76140, -1.98694], [0.24063, 4.68213, -2.15552], [0.89687, 3.59979, -1.62276], [0.22920, 2.68061, -0.91231], [-3.22662, -2.38876, 5.66530], [-3.89465, -0.88948, 6.31444], [-2.15257, -1.11799, 6.25740], [-3.34322, -2.53416, 3.29804], [-3.31756, -1.48179, 1.05121], [-2.74269, 2.35323, 2.85724], [-2.77908, 1.30787, 5.09530], [-2.92364, 3.84070, -1.19430], [-1.68455, 5.59084, -2.42653], [0.78215, 5.43828, -2.70391], [1.96006, 3.43356, -1.74532], [0.98240, -1.73744, -4.09085], [1.02965, 0.07412, -3.63711], [2.11434, 1.08126, -4.77639], [-0.67545, 0.85991, -3.63897], [1.55401, 0.24821, -1.94987], [2.78724, 0.15371, -1.43540], [3.94767, -0.21824, -2.16023], [5.17442, -0.12387, -1.57604], [5.29767, 0.34371, -0.24477], [4.19609, 0.64419, 0.50530], [2.89840, 0.48204, -0.03573], [1.72786, 0.58281, 0.63279], [1.40383, 0.89300, 2.37600], [2.91445, 0.76189, 3.47205], [0.66792, 2.59617, 2.54399], [0.24770, -0.48077, 2.88255], [1.12659, -1.86835, -5.16690], [0.02717, -2.20107, -3.82957], [1.77305, -2.29670, -3.58150], [1.53949, 1.29200, -5.68469], [3.02558, 0.57130, -5.09037], [2.39340, 2.04231, -4.33648], [-1.15118, 0.65948, -4.60482], [-0.61825, 1.94782, -3.52772], [-1.37034, 0.48023, -2.87971], [3.83883, -0.56054, -3.17725], [6.06585, -0.39116, -2.12863], [6.28507, 0.44989, 0.18555], [4.30975, 0.98504, 1.52051], [3.58717, 1.61970, 3.41921], [3.48413, -0.15468, 3.30490], [2.53640, 0.72238, 4.50025], [1.40550, 3.35458, 2.26639], [0.38912, 2.77095, 3.58771], [-0.22205, 2.73758, 1.93028], [0.81820, -1.40491, 3.02384], [-0.54595, -0.67697, 2.15816], [-0.23943, -0.24412, 3.83271], [-2.47923, -5.83507, -0.86186], [-1.19209, -5.47667, -0.97610], [0.02652, -6.51114, -1.32592], [-0.92729, -4.01607, -0.82017], [-1.75336, -3.06167, -1.39775], [-1.43049, -1.72463, -1.27065], [-0.35217, -1.30743, -0.59196], [0.44726, -2.23157, -0.03447], [0.19706, -3.58071, -0.12587], [-2.72521, -6.80660, -0.96298], [-3.18320, -5.19036, -0.54382], [-2.62431, -3.34280, -1.97712], [-2.06209, -0.95958, -1.69896], [1.31591, -1.85084, 0.48412], [0.87489, -4.30062, 0.31141]],
  "forces_ev_per_a": [[-0.355, 0.320, -0.031], [0.004, 0.012, -0.009], [-0.016, 0.016, -0.024], [-0.025, 0.025, 0.036], [0.020, -0.073, -0.034], [-0.002, 0.044, -0.080], [-0.023, 0.062, -0.021], [0.019, -0.059, 0.039], [0.014, -0.061, -0.078], [-0.058, 0.025, 0.075], [0.015, 0.030, 0.069], [0.038, -0.051, -0.072], [-0.008, -0.364, -0.033], [0.123, 0.224, 0.067], [-0.084, 0.030, -0.018], [0.090, -0.022, 0.011], [-0.086, -0.014, 0.088], [0.120, -0.236, -0.176], [0.002, 0.006, -0.005], [0.010, -0.002, -0.007], [-0.016, 0.001, -0.016], [0.008, 0.023, 0.005], [-0.021, 0.026, 0.024], [-0.006, -0.023, -0.002], [-0.009, -0.021, -0.036], [0.039, -0.025, 0.029], [0.001, -0.010, 0.004], [0.008, -0.004, 0.004], [-0.005, 0.010, 0.011], [0.012, -0.011, -0.042], [-0.056, 0.093, -0.040], [-0.035, -0.038, -0.064], [-0.030, -0.046, 0.001], [0.022, 0.110, 0.359], [-0.148, -0.061, -0.112], [-0.019, 0.035, 0.004], [0.054, 0.003, -0.011], [0.016, 0.000, 0.028], [0.097, 0.024, 0.094], [-0.107, -0.030, 0.066], [-0.003, 0.040, -0.133], [0.089, -0.043, 0.030], [-0.081, 0.008, 0.059], [0.014, -0.003, 0.002], [0.007, 0.011, 0.005], [-0.026, -0.001, 0.044], [0.056, 0.036, 0.026], [-0.033, 0.047, -0.039], [0.036, 0.000, 0.047], [0.004, -0.007, 0.055], [-0.029, -0.058, 0.013], [0.003, 0.014, 0.060], [0.030, -0.073, -0.030], [0.076, 0.090, -0.090], [0.033, -0.015, -0.132], [-0.038, 0.001, -0.003], [-0.031, 0.003, 0.013], [0.037, -0.005, 0.001], [-0.023, -0.035, -0.041], [-0.015, 0.041, 0.005], [0.012, -0.008, -0.055], [-0.048, -0.019, -0.002], [0.018, -0.012, -0.038], [0.010, -0.019, 0.019], [-0.053, 0.032, -0.020], [0.056, 0.044, 0.056], [0.073, -0.005, -0.048], [-0.040, 0.068, 0.026], [-0.010, -0.101, -0.058], [0.012, 0.006, 0.017], [0.046, -0.010, 0.037], [-0.047, -0.058, -0.039], [0.088, 0.119, 0.113], [0.082, 0.084, -0.046], [0.026, 0.019, -0.058], [0.024, -0.038, -0.004], [0.019, 0.005, -0.009], [0.000, -0.019, -0.003], [0.033, 0.026, 0.031], [0.007, -0.130, 0.068], [-0.002, -0.028, 0.014], [-0.014, 0.024, 0.004]],
  "lowdin_charge": [0.795, -0.036, -0.266, -0.027, -0.061, -0.300, -0.053, -0.033, 0.638, -0.307, -0.272, -0.154, -0.376, 0.018, -0.026, -0.048, -0.097, 0.018, 0.079, 0.090, 0.087, 0.118, 0.107, 0.122, 0.126, 0.108, 0.122, 0.112, 0.125, -0.146, 0.453, -0.157, -0.142, -0.084, -0.278, -0.024, -0.057, -0.054, -0.021, -0.266, -0.075, 0.469, -0.175, -0.154, -0.154, 0.042, 0.024, 0.038, 0.044, 0.033, 0.036, 0.056, 0.034, 0.008, 0.098, 0.114, 0.114, 0.079, 0.037, 0.042, 0.046, 0.042, 0.045, 0.003, 0.047, 0.006, 0.038, 0.104, -0.848, 0.722, -0.223, 0.013, -0.113, 0.008, -0.087, 0.002, 0.109, 0.110, 0.132, 0.079, 0.109, 0.111],
  "largest_force_ev_per_a": 0.479,
  "homo_energy_ev": [-10.20, -10.98],
  "total_charge": 1,
  "multiplicity": 4,
  "gap_ha": [0.234, 0.250],
  "e_above_lowest_kcal_mol": 0.0,
  "lumo_ev": [-3.8, -4.2]
}



[3]
{
  "formula": "C42H35Cl3N3O2PRb",
  "method": "ωB97M-V/def2-TZVPD",
  "elements": ["Rb", "C", "O", "C", "N", "C", "C", "C", "C", "C", "C", "C", "C", "C", "C", "C", "C", "N", "C", "N", "C", "C", "O", "C", "C", "C", "C", "C", "C", "H", "H", "H", "H", "H", "H", "H", "H", "H", "H", "H", "H", "H", "H", "H", "H", "H", "H", "H", "Cl", "C", "Cl", "H", "H", "Cl", "C", "C", "C", "C", "C", "C", "P", "C", "C", "C", "C", "C", "C", "C", "C", "C", "C", "C", "C", "H", "H", "H", "H", "H", "H", "H", "H", "H", "H", "H", "H", "H", "H"],
  "positions_angstrom": [[-0.19573, -0.40545, -0.01157], [-4.45592, 1.74232, 2.47519], [-3.32733, 1.71043, 3.37897], [-2.25394, 1.44994, 2.60870], [-2.43032, 1.16423, 1.38444], [-3.88608, 1.18126, 1.15455], [-4.31181, 1.99601, -0.04153], [-5.61021, 1.85388, -0.52372], [-6.06443, 2.64407, -1.56846], [-5.21517, 3.57388, -2.15524], [-3.91684, 3.70899, -1.68637], [-3.46957, 2.93023, -0.62681], [-0.94709, 1.51720, 3.30711], [-0.86780, 1.97247, 4.61846], [0.38123, 2.03720, 5.21411], [1.49439, 1.64063, 4.49124], [1.30043, 1.18083, 3.19485], [0.10961, 1.11779, 2.60870], [2.44131, 0.69665, 2.38094], [2.33458, -0.04419, 1.35834], [3.70064, -0.28746, 0.85793], [4.58090, 0.59621, 1.76859], [3.66543, 1.08194, 2.78146], [3.82197, 0.03508, -0.61311], [4.38483, -0.87699, -1.49511], [4.52232, -0.56237, -2.84181], [4.08688, 0.66470, -3.31705], [3.51804, 1.58059, -2.44041], [3.38841, 1.26749, -1.09688], [-4.77681, 2.77910, 2.37371], [-5.25453, 1.14707, 2.90945], [-4.21007, 0.14619, 1.00089], [-6.27369, 1.12000, -0.07808], [-7.07926, 2.53160, -1.92757], [-5.56573, 4.18997, -2.97293], [-3.24808, 4.42981, -2.14007], [-2.46008, 3.04571, -0.25669], [-1.76340, 2.27104, 5.14223], [0.48634, 2.39244, 6.23012], [2.48978, 1.67775, 4.90897], [3.92854, -1.34577, 1.00522], [4.98590, 1.46167, 1.24558], [5.38219, 0.05693, 2.26640], [4.72723, -1.83754, -1.12717], [4.97571, -1.27640, -3.51781], [4.19056, 0.91056, -4.36629], [3.17761, 2.54072, -2.80689], [2.94161, 1.98795, -0.42025], [-0.06353, -3.79938, 0.55986], [-1.27910, -3.94402, 1.84404], [-2.05399, -2.39225, 2.20170], [-0.78021, -4.29016, 2.74031], [-2.04062, -4.63695, 1.50939], [-0.04297, 2.40277, -1.73641], [0.34282, 2.51255, -3.44293], [0.53505, 3.77932, -3.96367], [0.86036, 3.90950, -5.30570], [0.98081, 2.77898, -6.09772], [0.77120, 1.51940, -5.55551], [0.44279, 1.35297, -4.20967], [0.28094, -0.29401, -3.42689], [-1.52560, -0.43465, -3.14078], [-2.46642, 0.54743, -3.43147], [-3.80901, 0.34215, -3.14088], [-4.22788, -0.84645, -2.56441], [-3.29886, -1.83788, -2.27537], [-1.95776, -1.62746, -2.55635], [0.50110, -1.42534, -4.84061], [1.72695, -2.07431, -4.96213], [1.96807, -2.92913, -6.02989], [0.97922, -3.14925, -6.97609], [-0.25187, -2.51542, -6.85550], [-0.49043, -1.65699, -5.79435], [0.43761, 4.64475, -3.32288], [1.01881, 4.89367, -5.72564], [1.23471, 2.87400, -7.14499], [0.86867, 0.64755, -6.18845], [-2.15978, 1.48146, -3.88622], [-4.52557, 1.12170, -3.36142], [-5.27647, -1.00023, -2.34410], [-3.61874, -2.77543, -1.83823], [-1.23934, -2.41453, -2.34039], [2.49391, -1.90822, -4.21489], [2.92461, -3.42791, -6.11663], [1.16286, -3.81937, -7.80565], [-1.02626, -2.69116, -7.59069], [-1.45228, -1.16606, -5.70523]],
  "forces_ev_per_a": [[-0.123, 0.051, 0.091], [0.012, 0.015, 0.037], [0.012, 0.046, -0.011], [-0.037, -0.062, -0.034], [-0.031, -0.017, 0.038], [0.020, -0.042, -0.014], [-0.011, 0.010, -0.004], [-0.012, 0.012, -0.018], [0.002, -0.009, 0.018], [0.011, 0.009, 0.001], [-0.004, 0.002, -0.006], [-0.004, -0.006, 0.004], [-0.023, -0.039, 0.037], [0.052, 0.031, -0.029], [0.005, -0.014, -0.003], [-0.048, 0.048, -0.014], [0.048, -0.031, 0.024], [0.013, -0.022, -0.005], [-0.010, -0.015, -0.048], [0.109, 0.008, -0.029], [-0.010, -0.017, -0.020], [0.004, 0.019, 0.027], [-0.014, 0.011, 0.046], [-0.022, 0.026, 0.017], [0.015, -0.011, -0.015], [0.000, -0.007, 0.012], [-0.002, 0.005, -0.002], [0.009, -0.001, -0.001], [-0.008, -0.014, -0.006], [-0.009, -0.005, -0.001], [-0.005, -0.003, -0.008], [0.003, 0.005, 0.003], [0.004, -0.001, 0.005], [0.001, 0.002, -0.003], [-0.003, 0.001, 0.000], [-0.002, 0.002, -0.001], [0.001, -0.004, 0.005], [0.000, 0.005, 0.000], [-0.006, 0.000, 0.001], [-0.001, 0.001, 0.003], [0.007, 0.003, -0.014], [0.009, -0.011, -0.007], [0.001, -0.004, -0.002], [-0.003, -0.003, -0.001], [0.001, -0.002, 0.004], [-0.002, 0.001, 0.002], [-0.002, 0.001, -0.004], [-0.001, -0.005, 0.010], [-0.008, -0.031, -0.002], [0.015, 0.001, -0.015], [0.003, 0.046, -0.020], [-0.010, -0.009, 0.002], [0.001, -0.006, 0.012], [0.022, 0.100, -0.065], [-0.022, -0.045, 0.084], [0.012, -0.022, -0.042], [-0.005, 0.028, 0.029], [-0.002, -0.023, -0.021], [0.015, 0.016, 0.004], [-0.004, 0.065, -0.028], [0.042, -0.046, 0.000], [0.011, -0.008, -0.055], [-0.007, 0.007, 0.014], [0.028, 0.012, -0.021], [-0.015, 0.011, 0.005], [0.007, 0.000, 0.011], [-0.031, -0.059, 0.022], [-0.031, 0.008, -0.005], [0.010, -0.005, -0.017], [0.013, 0.004, 0.014], [-0.007, 0.006, 0.000], [0.001, 0.000, 0.004], [0.004, -0.012, 0.000], [-0.002, 0.005, -0.001], [0.002, 0.001, 0.002], [0.001, 0.001, 0.001], [0.001, -0.003, 0.006], [0.010, -0.002, -0.003], [-0.007, -0.011, 0.003], [0.001, -0.006, 0.003], [0.001, -0.001, 0.002], [0.009, 0.004, -0.009], [0.000, 0.006, 0.005], [-0.002, -0.002, -0.004], [0.000, 0.000, 0.000], [0.000, -0.001, 0.000], [-0.001, 0.002, 0.004]],
  "lowdin_charge": [0.594, -0.049, 0.014, -0.330, 0.115, -0.245, -0.197, -0.045, -0.083, -0.089, -0.072, -0.044, -0.176, 0.031, -0.013, 0.030, -0.175, 0.142, -0.330, 0.085, -0.240, -0.046, 0.020, -0.195, -0.027, -0.087, -0.081, -0.079, -0.046, 0.138, 0.133, 0.147, 0.121, 0.109, 0.107, 0.107, 0.079, 0.125, 0.121, 0.126, 0.147, 0.132, 0.132, 0.116, 0.108, 0.111, 0.106, 0.115, 0.511, -0.966, 0.524, 0.036, 0.035, 0.685, -0.648, -0.105, -0.065, -0.062, -0.061, -0.390, 1.046, -0.439, -0.078, -0.064, -0.069, -0.072, -0.164, -0.393, -0.095, -0.073, -0.073, -0.068, -0.085, 0.109, 0.112, 0.111, 0.104, 0.107, 0.100, 0.110, 0.109, 0.096, 0.080, 0.107, 0.108, 0.108, 0.112],
  "largest_force_ev_per_a": 0.161,
  "homo_energy_ev": -10.57,
  "total_charge": 1,
  "multiplicity": 1,
  "gap_ha": 0.306,
  "e_above_lowest_kcal_mol": 0.8,
  "lumo_ev": -2.3
}



[4]
{
  "formula": "C4H6N2",
  "method": "ωB97M-V/def2-TZVPD",
  "elements": ["C", "C", "C", "C", "N", "N", "H", "H", "H", "H", "H", "H"],
  "positions_angstrom": [[1.40282, 1.39270, 1.93388], [1.03535, 0.44445, 1.27071], [0.54892, -0.40654, 0.34065], [0.21349, 0.29104, -1.03101], [-0.84210, -0.15211, -0.03917], [-1.71422, -1.09055, -0.39622], [1.75310, 2.24805, 2.54073], [0.99328, -1.24007, 0.02754], [0.39089, 1.35239, -1.11204], [0.26931, -0.36722, -1.90395], [-1.43155, -1.78000, -1.10468], [-2.61927, -0.69214, -0.52644]],
  "forces_ev_per_a": [[0.144, -0.079, 0.192], [2.009, 3.555, 3.534], [-3.460, 1.522, -3.655], [-1.331, -0.795, 1.781], [2.717, 2.866, -0.778], [-0.816, -2.889, -0.127], [-0.492, -1.238, -0.764], [1.641, -3.907, -0.140], [-0.042, 0.000, -0.154], [0.193, 0.362, 0.199], [-0.207, 0.586, 0.181], [-0.355, 0.018, -0.269]],
  "lowdin_charge": [0.131, -0.138, -0.290, -0.029, -0.168, -0.005, 0.046, 0.091, 0.094, 0.098, 0.091, 0.078],
  "largest_force_ev_per_a": 5.401,
  "homo_energy_ev": -8.74,
  "multiplicity": 1,
  "smiles": "C#C[C@@H]1CN1N",
  "gap_ha": 0.362,
  "e_above_lowest_kcal_mol": 121.1,
  "lumo_ev": 1.1
}